1.
A 6-piece molecular cluster, C31H39Br2N2O18PS overall, computed with ωB97M-V with the def2-TZVPD basis set.

Structure (XYZ):
```
94
Properties=species:S:1:pos:R:3
C 1.327 3.703 1.926
C 1.671 2.317 2.733
Br 1.846 2.326 4.764
C 1.861 1.035 2.001
Br 2.345 -0.580 3.149
C 1.746 0.804 0.382
C 0.568 -0.198 -0.230
C -0.563 -0.976 0.686
C -1.957 -0.122 0.540
O -2.918 -0.299 1.450
C 0.477 -0.471 -1.870
C 1.504 0.189 -2.980
P 1.247 -0.309 -4.807
O 1.006 -2.066 -4.768
O 2.781 -0.122 -5.630
C 2.653 1.216 -2.403
N 3.706 1.935 -3.271
S 4.554 2.832 -2.020
N 3.888 2.473 -0.444
C 2.744 1.491 -0.756
H 2.025 3.854 0.996
H 0.191 3.814 1.666
H 1.575 4.595 2.679
H -0.223 -1.189 1.785
H -0.755 -2.020 0.147
H -2.037 0.644 -0.371
H -0.380 -1.186 -2.274
H 1.841 -2.492 -4.361
H 3.465 -0.257 -4.905
C 0.012 -7.425 -0.820
C -0.004 -5.936 -0.541
C -0.821 -5.158 -1.528
O -0.217 -3.879 -1.480
C 1.091 -4.087 -1.137
O 1.965 -3.242 -1.209
O 1.286 -5.371 -0.706
H 0.468 -7.641 -1.793
H 0.617 -7.946 -0.070
H -0.999 -7.842 -0.803
H -0.329 -5.747 0.489
H -1.875 -5.103 -1.245
H -0.744 -5.538 -2.553
C -3.735 1.412 3.749
C -4.285 1.889 5.078
C -5.739 1.574 5.264
O -6.155 2.582 6.166
C -5.337 3.656 5.941
O -5.534 4.775 6.378
O -4.272 3.305 5.157
H -4.239 1.906 2.911
H -2.672 1.662 3.666
H -3.848 0.329 3.641
H -3.678 1.497 5.903
H -5.898 0.580 5.690
H -6.327 1.668 4.344
C -0.067 9.308 3.866
C 0.243 8.028 3.117
C 1.665 7.942 2.654
O 1.568 7.085 1.531
C 0.311 7.263 1.023
O -0.057 6.855 -0.064
O -0.476 7.965 1.896
H 0.073 10.185 3.226
H -1.114 9.318 4.186
H 0.569 9.411 4.751
H -0.039 7.157 3.721
H 2.326 7.516 3.414
H 2.074 8.902 2.320
C 5.126 -3.440 -1.270
C 5.435 -4.720 -2.020
C 6.858 -4.805 -2.483
O 6.761 -5.663 -3.605
C 5.504 -5.485 -4.114
O 5.136 -5.893 -5.201
O 4.717 -4.783 -3.241
H 5.266 -2.562 -1.911
H 4.079 -3.430 -0.951
H 5.762 -3.337 -0.385
H 5.154 -5.591 -1.415
H 7.519 -5.231 -1.723
H 7.267 -3.845 -2.816
C -5.972 -1.221 -2.816
C -4.549 -1.638 -2.504
C -3.523 -0.856 -3.266
O -2.433 -1.759 -3.321
C -2.976 -3.014 -3.282
O -2.363 -4.038 -3.525
O -4.300 -2.965 -2.937
H -6.213 -1.394 -3.871
H -6.680 -1.817 -2.232
H -6.133 -0.163 -2.586
H -4.370 -1.594 -1.423
H -3.238 0.067 -2.754
H -3.827 -0.619 -4.291
```

For the HOMO-LUMO gap, the calculation gives 6.494 eV. The lowest unoccupied orbital energy comes out at -2.03 eV. The structure (SMILES) is C/C(Br)=C(/Br)c1c(CC=O)cc(P(O)O)c2nsnc12.C[C@@H]1COC(=O)O1.C[C@@H]1COC(=O)O1.C[C@@H]1COC(=O)O1.C[C@@H]1COC(=O)O1.C[C@@H]1COC(=O)O1. For the HOMO energy, the calculation gives -8.520 eV.


2.
C35H38N6OSiZn as an isolated structure, computed with ωB97M-V with the def2-TZVPD basis set.

Structure (XYZ):
```
82
Properties=species:S:1:pos:R:3
Zn -1.135 -0.550 -0.197
C 1.828 -1.377 -1.156
Si 2.675 0.100 -0.082
C 1.470 1.539 -0.408
N 0.011 1.252 -0.601
C -0.247 1.255 -2.065
C -0.077 2.625 -2.760
C -0.223 3.798 -1.784
C -1.304 3.445 -0.771
C -0.841 2.269 0.099
C 2.928 -0.265 1.736
C 3.296 0.804 2.564
C 3.608 0.602 3.898
C 3.563 -0.678 4.435
C 3.213 -1.751 3.629
C 2.905 -1.549 2.290
C 4.282 0.350 -0.991
C 4.315 0.545 -2.376
C 5.515 0.772 -3.026
C 6.700 0.812 -2.302
C 6.682 0.630 -0.927
C 5.481 0.398 -0.275
H 2.532 -2.210 -1.183
H 1.653 -0.902 -2.116
H 1.864 2.059 -1.287
H 1.614 2.234 0.423
H -1.253 0.874 -2.237
H 0.436 0.536 -2.516
H -0.858 2.707 -3.519
H 0.873 2.684 -3.290
H -0.491 4.697 -2.336
H 0.715 4.009 -1.267
H -2.221 3.220 -1.321
H -1.529 4.283 -0.111
H -1.698 1.765 0.553
H -0.259 2.681 0.920
H 3.353 1.809 2.156
H 3.908 1.440 4.514
H 3.819 -0.835 5.475
H 3.202 -2.755 4.034
H 2.658 -2.406 1.682
H 3.400 0.521 -2.960
H 5.533 0.914 -4.099
H 7.639 0.985 -2.811
H 7.603 0.663 -0.362
H 5.474 0.253 0.799
C -4.603 1.889 -1.600
C -3.301 1.488 -1.304
N -2.962 0.241 -1.023
C -3.934 -0.704 -1.056
C -5.283 -0.385 -1.296
C -5.605 0.954 -1.574
C -6.276 -1.414 -1.266
C -5.925 -2.705 -1.086
C -4.550 -3.076 -0.956
C -4.137 -4.418 -0.889
C -2.797 -4.702 -0.832
C -1.882 -3.647 -0.797
N -2.240 -2.374 -0.816
C -3.556 -2.083 -0.918
H -4.797 2.928 -1.826
H -2.517 2.227 -1.296
H -6.634 1.222 -1.777
H -7.312 -1.136 -1.405
H -6.673 -3.486 -1.060
H -4.878 -5.207 -0.901
H -2.438 -5.721 -0.810
H -0.826 -3.860 -0.727
O 0.618 -2.536 0.307
N 0.659 -1.596 -0.460
C -0.223 1.249 2.909
C -0.751 -0.138 2.879
N -1.328 -0.761 1.857
C -1.749 -1.991 2.338
C -1.413 -2.104 3.644
N -0.783 -0.927 3.962
H 0.553 1.376 2.157
H 0.210 1.467 3.883
H -1.023 1.965 2.715
H -2.271 -2.705 1.732
H -1.572 -2.897 4.352
H -0.414 -0.684 4.867
```

For the HOMO-LUMO gap, the calculation gives 7.939 eV. The lowest unoccupied orbital energy comes out at -5.90 eV. The energy above the lowest of the compared OMol25 structures with the same formula, charge and spin is 42.0 kcal/mol. For the HOMO energy, the calculation gives -13.837 eV. Its total charge is +2.


3.
C44H36NiP2Si as an isolated structure, computed with ωB97M-V with the def2-TZVPD basis set.

Structure (XYZ):
```
84
Properties=species:S:1:pos:R:3
Ni 0.372 0.353 0.906
C -0.089 4.229 0.975
Si 0.146 2.470 0.238
C 1.530 2.810 -1.077
C 1.978 4.052 -1.545
C 2.990 4.153 -2.488
C 3.576 3.006 -3.014
C 3.146 1.764 -2.570
C 2.159 1.671 -1.596
P 1.553 0.050 -0.914
C 3.112 -0.815 -0.454
C 3.047 -2.179 -0.163
C 4.154 -2.862 0.311
C 5.349 -2.187 0.532
C 5.418 -0.827 0.274
C 4.309 -0.147 -0.217
C 1.203 -0.683 -2.584
C 0.163 -0.087 -3.300
C -0.173 -0.523 -4.571
C 0.514 -1.583 -5.148
C 1.551 -2.183 -4.451
C 1.899 -1.728 -3.182
C -1.460 2.424 -0.901
C -1.858 3.431 -1.789
C -3.052 3.364 -2.489
C -3.919 2.293 -2.286
C -3.556 1.287 -1.407
C -2.325 1.330 -0.754
P -1.694 -0.005 0.374
C -2.116 -1.587 -0.470
C -1.829 -2.754 0.252
C -1.979 -4.005 -0.318
C -2.384 -4.127 -1.645
C -2.655 -2.984 -2.375
C -2.535 -1.728 -1.788
C -3.033 0.043 1.645
C -2.900 1.028 2.626
C -3.842 1.161 3.633
C -4.929 0.296 3.690
C -5.065 -0.695 2.730
C -4.123 -0.818 1.713
H -0.374 4.973 0.227
H 0.832 4.568 1.460
H -0.870 4.209 1.739
H 1.522 4.960 -1.165
H 3.322 5.130 -2.826
H 4.359 3.078 -3.759
H 3.591 0.862 -2.979
H 2.104 -2.702 -0.280
H 4.076 -3.918 0.536
H 6.212 -2.716 0.919
H 6.336 -0.284 0.465
H 4.373 0.918 -0.402
H -0.382 0.740 -2.857
H -0.985 -0.041 -5.102
H 0.242 -1.939 -6.134
H 2.098 -3.008 -4.890
H 2.719 -2.201 -2.656
H -1.208 4.288 -1.940
H -3.317 4.151 -3.188
H -4.865 2.245 -2.812
H -4.232 0.456 -1.236
H -1.449 -2.666 1.265
H -1.750 -4.889 0.265
H -2.479 -5.104 -2.102
H -2.956 -3.058 -3.414
H -2.763 -0.853 -2.377
H -2.026 1.671 2.603
H -3.715 1.927 4.388
H -5.660 0.390 4.485
H -5.905 -1.378 2.766
H -4.245 -1.592 0.965
C 0.972 -0.366 2.471
C 1.098 -0.801 3.786
C 0.174 -1.713 4.395
C 0.308 -2.141 5.695
C 1.367 -1.701 6.501
C 2.285 -0.802 5.943
C 2.162 -0.366 4.644
H -0.660 -2.057 3.792
H -0.425 -2.829 6.105
H 1.469 -2.040 7.524
H 3.112 -0.441 6.547
H 2.883 0.328 4.228
```

As for the spin multiplicity: 3. For the HOMO-LUMO gap (alpha / beta), the calculation gives 1.642 / 5.951 eV. The lowest unoccupied orbital energy (alpha / beta) comes out at 4.46 / 4.36 eV. The energy above the lowest of the compared OMol25 structures with the same formula, charge and spin is 7.8 kcal/mol. For the HOMO energy (alpha / beta), the calculation gives 2.817 / -1.596 eV. Its total charge is -2.


4.
A 10-piece molecular cluster, H20O10 overall, computed with ωB97M-V with the def2-TZVPD basis set.

Structure (XYZ):
```
30
Properties=species:S:1:pos:R:3
O -0.598 0.680 0.499
H 0.089 1.234 0.212
H -0.345 0.044 1.244
O 4.143 2.239 0.673
H 3.712 1.598 0.092
H 3.452 2.656 1.167
O 0.386 -1.045 2.210
H -0.238 -1.869 2.186
H 0.947 -1.222 2.998
O -2.309 4.358 -1.141
H -1.778 3.943 -1.904
H -3.141 3.955 -1.112
O -1.246 -3.537 -0.765
H -0.950 -2.846 -0.084
H -2.129 -3.287 -0.883
O -4.494 -0.411 -0.548
H -4.218 -0.893 -1.318
H -5.384 -0.875 -0.355
O 2.140 -2.814 -0.705
H 3.035 -2.744 -0.531
H 1.876 -3.466 -0.039
O -1.393 -1.310 1.012
H -1.304 -1.123 0.092
H -2.043 -0.544 1.209
O 4.003 -0.302 -1.793
H 3.739 -1.216 -1.708
H 3.298 0.128 -2.291
O 0.320 3.265 0.650
H 0.689 2.854 -0.159
H -0.257 2.548 1.092
```

For the HOMO-LUMO gap, the calculation gives 11.058 eV. The lowest unoccupied orbital energy comes out at -0.02 eV. The structure (SMILES) is O.O.O.O.O.O.O.O.O.O. The energy above the lowest of the compared OMol25 structures with the same formula, charge and spin is 131.6 kcal/mol. For the HOMO energy, the calculation gives -11.077 eV.